The following is a DFT calculation (ωB97M-V/def2-TZVPD) of a cluster of 2 separate species, C7H13I in total.

Energy relative to the best compared isomer or geometry (same formula, charge and spin) (kJ/mol): 178.1
Spin multiplicity: 1
Kohn-Sham gap (eV): 8.88
Charge: 0
LUMO level (eV): 0.69
Molar mass (g/mol): 224.085

Each line ends with the Mulliken charge.
Positions of all 21 atoms, in Å:
C -0.22689 0.17470 1.01657  -0.639
C -0.84825 1.06764 0.27336  1.173
C -2.08020 1.71190 0.70396  -1.557
C -0.23028 1.66026 -0.97866  -1.157
C 1.78272 -1.97933 0.94787  -1.663
C 0.88693 -1.29566 -1.23319  -1.282
C 1.50062 -0.81841 0.04632  0.335
I 3.06596 0.53029 0.07120  0.106
H -0.21900 -0.04268 2.05852  0.334
H -2.01772 2.74370 1.02564  0.363
H -2.82557 1.55793 -0.11054  0.296
H -2.42370 1.28084 1.58443  0.457
H -0.63979 2.66678 -0.97477  0.390
H -0.38896 1.21273 -2.03819  0.188
H 0.79208 1.82251 -0.83253  0.246
H 1.89821 -1.67566 1.93533  0.467
H 0.92202 -2.66516 0.86883  0.399
H 2.56730 -2.67549 0.56562  0.414
H 1.10725 -0.64682 -2.01968  0.436
H -0.16126 -1.18384 -1.25587  0.342
H 1.19096 -2.35389 -1.36921  0.352

The following is a DFT calculation (ωB97M-V/def2-TZVPD) of the molecule C7H13N.

Energy relative to the best compared isomer or geometry (same formula, charge and spin) (kJ/mol): 264.2
Spin multiplicity: 1
Kohn-Sham gap (eV): 10.00
Charge: 0
LUMO level (eV): 1.01
Molar mass (g/mol): 111.188

Each line ends with the Mulliken charge.
Positions of all 21 atoms, in Å:
C 0.51313 1.78578 2.10711  -1.065
C 0.58364 1.14330 0.94747  0.594
C 1.75413 1.26748 0.02479  -1.065
C -0.72905 0.13272 0.46117  0.605
C -1.95372 0.61882 0.49889  -0.999
C -0.24345 -1.21682 0.34883  -0.803
C -0.76857 -1.78029 -1.23164  -0.434
N -0.02303 -1.24373 -2.32016  -0.471
H -0.28072 1.60225 2.81695  0.324
H 1.30822 2.43711 2.45330  0.322
H 2.67425 0.91884 0.50691  0.314
H 1.63785 0.70707 -0.90292  0.089
H 1.92221 2.30956 -0.24757  0.393
H -2.14085 1.63220 0.81610  0.328
H -2.80921 0.02857 0.20597  0.283
H 0.83254 -1.36362 0.31306  0.321
H -0.69750 -1.87437 1.08828  0.342
H -0.72969 -2.87348 -1.14769  0.313
H -1.81797 -1.50861 -1.34742  0.251
H 0.03371 -1.80070 -3.16426  0.210
H 0.93407 -0.92209 -2.22717  0.150

The following is a DFT calculation (ωB97M-V/def2-TZVPD) of a structure of composition C7H13N.

Energy relative to the best compared isomer or geometry (same formula, charge and spin) (kJ/mol): 1224.5
Spin multiplicity: 1
Kohn-Sham gap (eV): 9.64
Charge: 0
LUMO level (eV): 0.67
Molar mass (g/mol): 111.188

Each line ends with the Mulliken charge.
Positions of all 21 atoms, in Å:
C 0.88424 -0.57255 -1.56344  -2.089
C 0.02692 0.03934 -0.53226  1.863
C -0.23954 1.32050 -1.19286  -0.965
C 0.81204 0.64171 0.68446  -1.476
C 0.41423 -0.52845 1.45185  0.042
C -0.98393 -0.58527 1.42118  -0.377
C -1.14267 -0.68657 -0.04025  -1.174
H 1.84609 -1.39383 -1.39989  0.163
H 1.41160 0.28856 -1.79697  0.638
H 0.29624 -0.91563 -2.29289  0.545
H 0.94223 1.92017 -0.54882  0.270
H -1.54933 1.55888 -0.89894  0.239
H -0.03094 1.10785 -2.65953  0.226
H 0.45282 1.48821 1.05108  0.653
H 1.85905 0.70356 0.53975  0.549
H 0.45822 -1.44005 0.75689  0.202
H -0.43342 -0.10236 3.26425  0.307
H -1.20638 0.43493 1.70191  0.263
H -2.15768 -0.45647 -0.57321  0.408
H -1.39749 -1.75739 -0.06423  0.340
N -0.26230 -1.06515 2.69194  -0.629

The following is a DFT calculation (ωB97M-V/def2-TZVPD) of the molecule C7H13N.

Energy relative to the best compared isomer or geometry (same formula, charge and spin) (kJ/mol): 139.6
Spin multiplicity: 1
Kohn-Sham gap (eV): 9.83
Charge: 0
LUMO level (eV): 0.92
Molar mass (g/mol): 111.188

Each line ends with the Mulliken charge.
Positions of all 21 atoms, in Å:
C -0.33754 2.02225 -0.88648  -0.759
C -0.68660 1.11649 0.00955  -0.742
C -0.39397 -0.36200 -0.07655  2.056
C -0.65663 -1.04498 1.27171  -1.786
C -1.34325 -0.97422 -1.12286  -1.893
C 1.05436 -0.65722 -0.53435  -0.977
N 2.16598 -0.16188 0.21692  -0.436
C 2.10791 0.68213 1.13463  -0.293
H -0.60745 3.05898 -0.77468  0.284
H 0.24740 1.78585 -1.75847  0.250
H -1.28199 1.41629 0.86093  0.363
H -0.56234 -2.12410 1.16760  0.407
H 0.05370 -0.71923 2.02896  0.356
H -1.66285 -0.82365 1.62711  0.471
H -1.16764 -2.04575 -1.21508  0.430
H -1.18624 -0.50651 -2.09213  0.395
H -2.37555 -0.80656 -0.83335  0.438
H 1.20126 -0.27495 -1.55417  0.394
H 1.18959 -1.73462 -0.57348  0.459
H 3.03486 0.97414 1.60076  0.311
H 1.20697 1.17956 1.50343  0.273

The following is a DFT calculation (ωB97M-V/def2-TZVPD) of the molecule C7H13N.

Energy relative to the best compared isomer or geometry (same formula, charge and spin) (kJ/mol): 148.4
Spin multiplicity: 1
Kohn-Sham gap (eV): 9.59
Charge: 0
LUMO level (eV): 1.05
Molar mass (g/mol): 111.188

Each line ends with the Mulliken charge.
Positions of all 21 atoms, in Å:
C -3.12926 0.65947 -0.40714  -0.407
N -2.02302 0.91096 0.13293  -0.351
C -0.91996 -0.16235 0.24023  0.396
C -1.34189 -1.57321 0.49901  -1.518
C 0.26725 0.40366 0.22778  0.636
C 0.60774 1.82896 -0.00695  -1.405
C 1.48697 -0.66668 0.33506  -0.380
C 2.69090 -0.29754 -0.51593  -1.340
H -3.87414 1.44961 -0.46269  0.264
H -3.43012 -0.31764 -0.81072  0.241
H -2.38610 -1.60092 0.80499  0.455
H -0.73560 -2.01296 1.28775  0.390
H -1.24071 -2.18074 -0.40178  0.328
H 1.37130 2.15472 0.69854  0.319
H -0.29241 2.42637 0.11025  0.447
H 0.99959 1.97790 -1.01285  0.278
H 1.18989 -1.68645 0.08744  0.318
H 1.75937 -0.67276 1.39464  0.308
H 3.11731 0.65889 -0.22205  0.298
H 2.41325 -0.24569 -1.56755  0.332
H 3.46964 -1.05360 -0.41097  0.390

The following is a DFT calculation (ωB97M-V/def2-TZVPD) of a structure of composition C7H13N.

Energy relative to the best compared isomer or geometry (same formula, charge and spin) (kJ/mol): 944.3
Spin multiplicity: 1
Kohn-Sham gap (eV): 5.94
Charge: 0
LUMO level (eV): -1.09
Molar mass (g/mol): 111.188

Each line ends with the Mulliken charge.
Positions of all 21 atoms, in Å:
C -0.42459 -0.20305 2.14406  -0.754
C -0.46919 -1.04563 0.82614  -0.642
C 0.91540 -1.00887 0.24288  -0.958
N -0.29828 1.75820 0.82944  -0.625
C -0.24816 1.12661 -0.42307  -0.664
C 1.07088 0.37051 -0.31829  0.016
C -0.33827 -0.43989 -2.36479  -1.262
C 0.57333 0.45296 -1.76233  0.284
H 0.46982 -0.20421 2.78746  0.321
H -1.30372 -0.48070 2.70726  0.346
H -0.42743 0.77567 1.69544  0.149
H -1.22057 -0.62927 0.16603  0.269
H -0.78490 -2.03664 1.13682  0.487
H 1.63498 -1.11323 1.06279  0.383
H 1.03831 -1.70225 -0.59965  0.437
H -1.27328 1.11402 -0.78800  0.430
H -0.99013 2.52190 0.84174  0.247
H 1.99788 0.88689 -0.18100  0.567
H 0.03486 -1.04694 -3.17666  0.276
H -1.33129 -0.07804 -2.53366  0.276
H 1.37431 0.98196 -2.29262  0.414

The following is a DFT calculation (ωB97M-V/def2-TZVPD) of the ion C7H13N2 with charge +1.

Energy relative to the best compared isomer or geometry (same formula, charge and spin) (kJ/mol): 657.7
Spin multiplicity: 1
Kohn-Sham gap (alpha / beta) (eV): 7.90 / 7.43
Charge: +1
LUMO level (alpha / beta) (eV): -3.36 / -3.48
Molar mass (g/mol): 125.195

Each line ends with the Mulliken charge.
Positions of all 22 atoms, in Å:
C -1.73962 -0.57575 0.86823  -0.443
C -1.12729 0.80577 1.07957  -0.870
C -0.88180 1.51488 -0.09995  -0.239
C -1.07014 0.46554 -1.24932  -0.710
C 0.29074 0.71455 -0.75494  0.292
C 1.50619 -1.38355 -0.07186  -1.166
C 2.41850 0.93706 0.13311  -0.891
N 1.33042 0.07317 -0.27611  0.020
N -1.70944 -0.79600 -0.64847  -0.183
H -1.10349 -1.30643 1.29778  0.321
H -2.84311 -0.68711 1.07765  0.359
H -1.38056 1.31764 1.92427  0.561
H -1.02889 2.51368 -0.33019  0.558
H -1.22871 0.88383 -2.15146  0.549
H 2.26874 -1.63147 -0.68817  0.441
H 1.59487 -1.46271 0.94479  0.412
H 0.68849 -1.87314 -0.50282  0.369
H 2.59576 0.50439 1.20707  0.304
H 3.37148 0.78878 -0.41030  0.277
H 1.96066 1.82797 0.27069  0.380
H -1.22192 -1.69460 -0.71595  0.244
H -2.69089 -0.93651 -0.90362  0.414

The following is a DFT calculation (ωB97M-V/def2-TZVPD) of the ion C7H13N2 with charge +1.

Energy relative to the best compared isomer or geometry (same formula, charge and spin) (kJ/mol): 457.4
Spin multiplicity: 3
Kohn-Sham gap (alpha / beta) (eV): 6.59 / 7.20
<S²>: 2.01
Charge: +1
LUMO level (alpha / beta) (eV): -3.89 / -7.58
Molar mass (g/mol): 125.195

Each line ends with the Mulliken spin population.
Positions of all 22 atoms, in Å:
C 1.15604 -0.46206 -1.43545  0.685
C 1.40636 0.78839 -0.55743  0.123
C -1.03549 0.30575 0.23595  0.126
C 2.82306 0.36109 0.57517  0.112
C -0.02890 1.26296 -0.33047  0.038
C -1.92501 0.51335 1.42756  0.011
C -1.74230 -1.89778 -0.12861  0.010
N -0.04641 -0.88877 -1.56864  0.790
N -0.95952 -0.79900 -0.39904  0.034
H 1.82250 -0.47623 -2.32587  0.036
H 2.73678 -0.03600 1.64865  -0.006
H 3.48333 1.16776 0.50368  0.004
H 3.15259 -0.44410 -0.05193  -0.013
H 1.97649 1.08080 -1.43025  0.030
H -0.03087 2.22698 0.19919  0.004
H -0.43899 1.57625 -1.28426  0.001
H -1.26749 1.29544 1.76847  0.000
H -2.73760 1.13986 1.11553  0.010
H -2.04805 -0.23682 2.18140  0.004
H -1.32904 -2.82227 0.29443  -0.001
H -2.50985 -1.59369 0.60117  -0.002
H -2.45764 -2.06193 -1.03926  0.001

The following is a DFT calculation (ωB97M-V/def2-TZVPD) of a cluster of 2 separate species, C7H13N2O in total.

Energy relative to the best compared isomer or geometry (same formula, charge and spin) (kJ/mol): 530.2
Spin multiplicity: 1
Kohn-Sham gap (alpha / beta) (eV): 7.94 / 8.13
Charge: +1
LUMO level (alpha / beta) (eV): -4.89 / -4.77
Molar mass (g/mol): 141.194

Each line ends with the Mulliken charge.
Positions of all 23 atoms, in Å:
C -3.74565 0.34360 -0.33622  0.143
C -2.72999 1.34924 -0.05731  -0.570
C -3.66099 -0.94557 -0.28155  -0.494
C -1.42818 1.21683 0.23425  0.034
C -1.07362 -1.12660 0.32137  -0.097
C 2.84113 -0.54598 -1.06493  -1.044
C 2.90154 -0.09628 0.38634  -0.433
N -0.62518 0.07658 0.34932  0.211
N 1.86980 0.92051 0.65121  -0.682
O -0.32503 -2.17724 0.47365  -0.347
H -4.71960 0.75975 -0.61623  0.352
H -3.10513 2.36087 -0.08091  0.325
H -4.05606 -1.92552 -0.33141  0.399
H -0.85222 2.11202 0.42124  0.304
H 3.00992 0.29525 -1.73409  0.336
H 3.61688 -1.28151 -1.24798  0.336
H 1.87933 -0.99564 -1.29163  0.265
H 3.89728 0.30326 0.60862  0.355
H 2.71566 -0.93948 1.05686  0.290
H 0.45433 0.32994 0.49617  0.393
H 1.96771 1.68569 -0.01115  0.268
H 1.98461 1.29134 1.59112  0.249
H -0.81654 -3.01107 0.46324  0.410

The following is a DFT calculation (ωB97M-V/def2-TZVPD) of the ion C7H13N2O2S with charge +1.

Energy relative to the best compared isomer or geometry (same formula, charge and spin) (kJ/mol): 292.8
Spin multiplicity: 1
Kohn-Sham gap (eV): 7.84
Charge: +1
LUMO level (eV): -4.08
Molar mass (g/mol): 189.260

Each line ends with the Mulliken charge.
Positions of all 25 atoms, in Å:
C 0.16082 2.63133 -0.58581  -1.162
C 0.70174 1.47435 0.25252  0.516
O -0.01119 1.16531 1.34631  -0.426
C 1.16333 0.28484 -0.62333  -0.420
N 1.17275 -0.92097 -0.23709  0.258
C 1.91675 -1.95104 -0.84944  -0.948
C 0.51576 -1.40077 0.90758  -0.574
C -0.76911 -1.26470 1.38147  -0.345
N -1.96415 -0.72490 0.88382  -0.054
C -2.62638 -0.39177 -0.23637  0.266
O -1.87320 -0.55359 -1.37707  -0.420
S -4.02721 0.46764 -0.18331  -0.267
H 0.03287 3.40055 0.27131  0.304
H 0.90337 3.18823 -1.37860  0.341
H -0.81406 2.45709 -0.95040  0.344
H 1.76945 1.63750 0.47393  0.270
H 0.26597 1.50973 2.19446  0.327
H 1.73603 0.45321 -1.50323  0.470
H 2.47562 -1.57924 -1.85362  0.254
H 2.81834 -2.12620 -0.27970  0.443
H 1.32673 -2.84605 -0.92200  0.369
H 1.05006 -2.11742 1.46057  0.509
H -0.89119 -1.76736 2.35207  0.367
H -2.72443 -0.78996 1.56672  0.243
H -2.30867 -0.23582 -2.11079  0.335

The following is a DFT calculation (ωB97M-V/def2-TZVPD) of the ion C7H13N2OS with charge +1.

Energy relative to the best compared isomer or geometry (same formula, charge and spin) (kJ/mol): 370.4
Spin multiplicity: 1
Kohn-Sham gap (eV): 8.63
Charge: +1
LUMO level (eV): -4.02
Molar mass (g/mol): 173.261

Each line ends with the Mulliken charge.
Positions of all 24 atoms, in Å:
C 0.87001 0.49819 -0.73020  0.093
C 0.73923 -2.51135 0.87995  -1.215
C -0.40675 -2.25110 0.27938  0.085
C 0.78746 0.91918 0.59908  -0.516
C -1.35592 0.56938 -0.36949  0.805
C -1.36611 2.04244 -0.69474  -1.500
C -0.39983 -1.59292 -1.09364  -0.805
N -0.41284 -0.16174 -0.96802  0.329
N 2.12713 1.64277 0.97522  -0.126
O 1.60835 0.80884 -1.62589  -0.636
S -2.93973 0.12170 0.29756  -0.044
H 0.63593 -2.73382 1.88742  0.354
H 1.66722 -2.45012 0.41856  0.387
H -1.33426 -2.46500 0.74786  0.391
H 0.66913 0.06761 1.28332  0.212
H -2.21284 2.30460 -1.30494  0.587
H -0.50798 2.24121 -1.32428  0.308
H -1.58930 2.69171 0.21343  0.384
H -1.36276 -1.89764 -1.43809  0.377
H 0.38746 -1.94156 -1.77996  0.437
H 1.89959 2.48896 1.40384  0.325
H 2.60742 1.68772 0.13346  0.305
H 2.55403 1.02715 1.62154  0.349
H -2.66466 -1.10620 0.58861  0.116

The following is a DFT calculation (ωB97M-V/def2-TZVPD) of a cluster of 2 separate species, C7H13N2P in total.

Energy relative to the best compared isomer or geometry (same formula, charge and spin) (kJ/mol): 214.1
Spin multiplicity: 1
Kohn-Sham gap (alpha / beta) (eV): 8.51 / 8.63
Charge: 0
LUMO level (alpha / beta) (eV): -0.52 / 0.15
Molar mass (g/mol): 156.169

Each line ends with the Mulliken charge.
Positions of all 23 atoms, in Å:
C 5.40932 0.66895 0.18701  -0.209
C -2.83530 -0.00768 -0.30933  -0.606
C -2.02631 1.19460 0.16556  -0.695
C -2.20808 -1.30295 0.19326  -0.689
C -0.57986 1.08111 -0.31515  -0.935
C -0.76674 -1.42196 -0.29912  -0.904
C 0.03102 -0.22146 0.18299  0.175
N 4.86978 -0.28138 -0.35961  -0.325
N 2.63588 -0.58635 0.77239  -0.363
P 1.83928 -0.33179 -0.48504  0.114
H 6.38692 1.00705 -0.16499  0.281
H 5.02359 1.24782 1.02371  0.264
H -3.86386 0.07139 0.04594  0.305
H -2.85883 -0.01727 -1.40217  0.310
H -2.46667 2.11758 -0.21869  0.311
H -2.04298 1.24149 1.25738  0.338
H -2.21807 -1.31123 1.28394  0.345
H -2.78633 -2.16005 -0.15162  0.314
H -0.56282 1.09713 -1.40785  0.381
H 0.00300 1.93413 0.04507  0.411
H -0.31797 -2.34523 0.07095  0.404
H -0.76004 -1.45296 -1.39123  0.374
H 0.09507 -0.22094 1.27660  0.400